Computed, not measured: an isolated molecule of C4H8N4, with ωB97M-V/def2-TZVPD.

```
16
Properties=species:S:1:pos:R:3:lowdin_charge:R:1
N -2.527 0.110 -0.067 -0.0295
N 2.442 -1.387 -0.204 -0.0038
N 1.358 -0.540 -0.034 -0.0819
N -1.170 0.226 -0.199 -0.0500
C 0.753 1.710 0.020 -0.1271
C -0.588 1.466 -0.048 -0.1152
C 1.691 0.666 0.077 -0.2326
C -2.919 -1.081 0.043 -0.0645
H -3.983 -1.255 0.170 0.0600
H 3.167 -1.302 0.533 0.0948
H -1.238 2.337 -0.124 0.1117
H -0.538 -0.575 -0.096 0.0935
H 2.717 1.039 0.070 0.1175
H 1.987 -2.225 -0.037 0.0354
H 1.085 2.763 -0.202 0.1094
H -2.236 -1.955 0.097 0.0822
```

E_HOMO, eV: -7.6
HOMO-LUMO gap, eV: 8.50
Maximum force, eV/Å: 2.62
LUMO energy, eV: 0.9